Entry 1:
Entry from the Open Molecules 2025 dataset: the ion C20H42F3N3O4P with charge +1 in a non-equilibrium geometry (ωB97M-V/def2-TZVPD).

Geometry as XYZ:
```
73
Properties=species:S:1:pos:R:3:mulliken_charge:R:1
C -2.59098 -0.73169 -6.73315 -1.49
C -3.28424 -0.44426 -5.40444 -0.54
C -2.51651 0.65042 -4.61690 -1.01
C -1.86342 -0.01821 -3.40239 1.77
C -2.95487 -0.40137 -2.39322 -1.51
N -0.81073 0.81863 -2.70269 0.32
C 0.06029 0.20390 -1.92236 -1.11
N 1.09793 0.86368 -1.27890 -0.23
C 0.89293 1.37686 0.10322 -0.76
C 1.90460 0.86596 1.10300 -0.62
C 1.85030 1.72111 2.36319 -0.92
P 3.03927 1.06790 3.55954 0.80
O 4.32508 0.83815 2.90199 -0.80
O 3.14609 2.07778 4.78638 -0.32
C 2.11243 3.05376 5.02310 -0.12
C 2.21461 3.52737 6.46772 -1.33
O 2.39845 -0.29769 4.07726 -0.36
C 1.74610 -0.32992 5.36419 -0.09
C 2.71490 -0.76217 6.46441 -1.10
N -0.01144 -1.17062 -1.85156 1.55
C 0.31282 -1.75438 -0.53820 -1.62
C -0.69241 -1.49529 0.57720 0.44
C -0.73455 -2.71521 1.53285 -1.58
C 0.82484 -1.77137 -2.93813 -1.36
C 0.11692 -2.83430 -3.76435 1.11
C -0.91684 -3.67406 -3.01921 -1.42
O 1.15866 -3.65114 -4.27701 -0.59
C -0.82280 2.25239 -2.96189 0.70
F -0.38421 2.46646 -4.22340 -0.25
F -2.09510 2.69629 -2.81667 -0.26
F -0.04462 2.95413 -2.12821 -0.20
H -2.60967 0.17477 -7.33463 0.41
H -3.08469 -1.51560 -7.29168 0.42
H -1.54239 -0.96257 -6.57264 0.27
H -3.25992 -1.37492 -4.84092 0.34
H -4.31658 -0.16186 -5.55858 0.48
H -3.21758 1.42197 -4.33048 0.43
H -1.78812 1.05387 -5.30669 0.51
H -1.38333 -0.88672 -3.81974 -1.14
H -2.77194 -1.37006 -1.95282 0.13
H -2.92023 0.31895 -1.57865 0.42
H -3.93721 -0.31671 -2.83088 0.50
H 1.56537 1.52910 -1.87348 0.46
H -0.13069 1.20083 0.41593 0.25
H 0.98976 2.45763 0.06349 0.63
H 1.69331 -0.15462 1.40882 0.11
H 2.90048 0.87997 0.67610 0.51
H 2.00300 2.77837 2.17586 0.53
H 0.84616 1.63273 2.78891 0.51
H 2.27471 3.89976 4.36381 0.36
H 1.12090 2.63965 4.87972 0.31
H 2.50113 2.67287 7.07092 0.28
H 1.22781 3.82384 6.80409 0.37
H 2.91850 4.33748 6.58308 0.36
H 0.95278 -1.06311 5.28424 0.44
H 1.27062 0.61184 5.61509 0.13
H 2.46285 -1.76423 6.79260 0.35
H 2.66215 -0.11328 7.32815 0.30
H 3.71397 -0.79569 6.04819 0.32
H 1.32132 -1.48103 -0.22783 0.44
H 0.34510 -2.82448 -0.69866 1.08
H -1.69195 -1.35811 0.18468 0.14
H -0.40084 -0.65888 1.19651 -0.15
H 0.14717 -3.33790 1.42655 0.41
H -1.61244 -3.32786 1.37022 0.37
H -0.74479 -2.37704 2.56218 0.39
H 1.17025 -0.97381 -3.58975 0.26
H 1.70299 -2.20950 -2.47339 0.58
H -0.37493 -2.37212 -4.62159 0.03
H -0.47319 -4.58055 -2.62298 0.41
H -1.41912 -3.14903 -2.21579 0.14
H -1.68731 -3.98828 -3.71813 0.43
H 0.75117 -4.32859 -4.81700 0.39
```

Calculated values
- DFT total energy: -1893.2518 Ha
- Kohn-Sham gap: 8.624 eV
- Charge: +1
- ΔE to the lowest compared entry with this formula, charge and spin: 0.6746 eV

---

Entry 2:
Entry from the Open Molecules 2025 dataset: a cluster of 3 separate species, C20H42FN2O11P2 in total in a non-equilibrium geometry (ωB97M-V/def2-TZVPD).

Geometry as XYZ:
```
78
Properties=species:S:1:pos:R:3:mulliken_charge:R:1
O -2.42759 -4.77172 1.18994 -0.50
C -2.66430 -5.90641 0.89389 0.62
O -1.93774 -6.92866 1.40238 -0.46
C -3.78504 -6.35951 -0.00920 -0.72
C -4.40962 -5.20205 -0.81122 -0.69
C -3.36091 -4.42818 -1.55885 0.06
C -3.37189 -3.07524 -1.59089 -0.35
N -2.23379 -2.70846 -2.33405 0.28
C -1.80297 -1.33215 -2.61525 -0.77
C -1.90771 -0.39575 -1.42002 -0.25
F -0.66113 -0.25488 -0.82370 -0.21
C -1.62742 -3.80755 -2.72483 0.27
O -0.50572 -3.93258 -3.42949 -0.44
N -2.28372 -4.89092 -2.28755 0.06
H -1.03813 -6.57800 1.48238 0.37
H -3.38795 -7.11145 -0.69204 0.30
H -4.56038 -6.77950 0.63405 0.39
H -5.15140 -5.64890 -1.47650 0.34
H -4.94331 -4.51293 -0.16151 0.36
H -4.05999 -2.38898 -1.13752 0.50
H -2.39422 -0.92664 -3.43553 0.31
H -0.75076 -1.37733 -2.89644 0.36
H -2.18544 0.59535 -1.77921 0.27
H -2.60145 -0.71084 -0.64190 0.32
H -0.64575 -3.68461 -4.35531 0.37
H -2.06125 -5.86250 -2.43395 0.25
O -1.27855 5.96482 1.35142 -0.78
P -2.66544 5.44656 1.28596 1.09
O -2.61427 4.22280 0.18925 -0.36
C -1.51803 3.32124 0.14086 -0.30
C -1.77142 2.07559 0.96967 -0.61
O -3.43408 6.59118 0.43523 -0.36
C -2.88027 7.90099 0.27862 -0.29
C -2.16164 8.02014 -1.04899 -1.04
O -4.09996 5.02716 1.92692 -0.40
C -4.19210 3.97492 2.89148 -0.10
C -3.21687 4.13539 4.03891 -1.15
H -0.59112 3.80237 0.45757 0.31
H -1.39396 3.03929 -0.90830 0.30
H -1.83882 2.32460 2.03080 0.21
H -0.96591 1.35574 0.83573 0.16
H -2.71350 1.60310 0.67965 0.18
H -2.21887 8.14711 1.10800 0.33
H -3.71323 8.60457 0.31196 0.35
H -1.42373 7.22752 -1.17303 0.27
H -1.65909 8.98449 -1.13246 0.37
H -2.87138 7.92565 -1.87247 0.28
H -4.06928 3.00902 2.39372 0.12
H -5.21134 3.99905 3.27695 0.34
H -2.17903 4.13735 3.68579 0.36
H -3.33150 3.32333 4.75665 0.37
H -3.38583 5.08185 4.55348 0.34
O 5.60873 -2.56787 0.81043 -0.78
P 5.63408 -1.25326 0.12479 1.10
O 4.36286 -1.28670 -0.91498 -0.37
C 3.12165 -1.86663 -0.54310 -0.40
C 2.15929 -0.83885 0.02295 -0.88
O 6.87917 -1.41323 -0.90145 -0.36
C 7.86400 -2.43402 -0.72399 -0.29
C 7.55856 -3.62767 -1.60474 -1.04
O 5.85056 0.35539 0.06074 -0.39
C 5.02262 1.23925 0.82392 -0.10
C 4.93767 0.85605 2.28637 -1.15
H 3.26156 -2.68357 0.16791 0.34
H 2.69589 -2.29746 -1.45343 0.25
H 2.52878 -0.43795 0.96975 0.24
H 1.18385 -1.28861 0.20278 0.40
H 2.03517 -0.00405 -0.66796 0.28
H 7.94010 -2.72602 0.32244 0.33
H 8.82475 -2.00232 -1.00806 0.35
H 6.54055 -3.98498 -1.44863 0.27
H 8.25284 -4.44489 -1.40474 0.37
H 7.64090 -3.35130 -2.65718 0.28
H 4.03130 1.29914 0.36702 0.16
H 5.46651 2.23047 0.73473 0.33
H 4.51440 -0.14732 2.41395 0.36
H 4.31238 1.56232 2.83210 0.37
H 5.93062 0.84866 2.73734 0.34
```

Calculated values
- DFT total energy: -2506.8840 Ha
- Kohn-Sham gap: 8.621 eV
- Charge: +1

---

Entry 3:
Entry from the Open Molecules 2025 dataset: a structure of composition C20H42LaN5O4 (ωB97M-V/def2-TZVPD).

Geometry as XYZ:
```
72
Properties=species:S:1:pos:R:3:mulliken_charge:R:1
La -0.68451 -1.07689 -2.43420 1.84
C -0.36249 3.28783 -2.04017 -1.51
C 0.90196 2.93015 -1.26594 0.07
C 0.82513 3.36415 0.21069 -2.39
C -0.31238 3.07498 1.21737 2.24
C 0.06348 3.80080 2.50868 -1.97
C -1.70289 3.49364 0.75854 -1.94
N -0.35154 1.57178 1.50632 0.72
C -1.20719 1.11379 2.64901 -0.51
C -0.99063 -0.36474 2.92745 -1.21
N -1.12059 -1.18518 1.73058 0.88
C -2.48051 -1.15818 1.18074 -0.74
C -2.39430 -0.79673 -0.28683 0.40
O -2.74016 -1.62229 -1.16415 -0.76
O -1.75629 0.26135 -0.61975 -0.70
C -0.54954 -2.55104 1.90821 -0.22
C -1.47776 -3.51438 2.64270 -1.82
C -0.06595 -3.17441 0.58647 -1.24
C 1.29396 -2.69952 0.02040 1.24
C 2.36636 -2.89115 1.10178 -1.98
C 1.66125 -3.52375 -1.21104 -1.46
N 1.16178 -1.26613 -0.38876 0.74
C 2.42978 -0.58062 -0.72605 -1.01
C 2.30200 0.93863 -0.67334 -1.19
N 1.30473 1.51854 -1.58027 1.01
C 1.82719 1.50398 -2.98138 -0.67
C 0.98100 0.47389 -3.68768 0.57
O 1.35847 -0.73369 -3.65991 -0.61
O -0.24631 0.72900 -3.90271 -0.69
H -0.69841 4.28743 -1.76592 0.46
H -1.16809 2.58189 -1.84297 0.11
H -0.19583 3.29027 -3.11421 0.51
H 1.71574 3.56802 -1.63987 0.55
H 0.80798 4.45458 0.13835 0.62
H 1.77303 3.15975 0.71725 0.45
H 0.23752 4.85147 2.28132 0.47
H 0.98267 3.40895 2.95066 0.45
H -0.73064 3.76942 3.25221 0.51
H -1.66092 4.51643 0.38756 0.43
H -2.40713 3.48645 1.58994 0.50
H -2.09450 2.86177 -0.03638 0.27
H -0.68311 1.07690 0.65486 -0.79
H 0.60379 1.26680 1.69753 0.65
H -2.23310 1.35853 2.38511 0.43
H -0.93501 1.69753 3.52408 0.51
H -1.68318 -0.64646 3.73294 0.28
H 0.01657 -0.50549 3.32986 0.40
H -3.08061 -0.39413 1.67803 0.57
H -3.01149 -2.10205 1.29143 0.43
H 0.32550 -2.39600 2.54110 0.46
H -2.26171 -3.91714 1.99888 0.46
H -1.95788 -3.04109 3.50025 0.33
H -0.91315 -4.36746 3.01760 0.49
H -0.88260 -3.13117 -0.15015 0.04
H 0.05310 -4.24592 0.76531 0.74
H 2.20971 -3.82817 1.63583 0.36
H 2.35062 -2.08245 1.83480 0.44
H 3.37073 -2.93029 0.68178 0.54
H 1.71975 -4.58046 -0.95036 0.50
H 2.62287 -3.21954 -1.62201 0.38
H 0.93272 -3.47017 -2.03676 0.17
H 0.70983 -0.79259 0.39353 -0.36
H 2.77255 -0.90303 -1.70861 0.36
H 3.21530 -0.84749 -0.01490 0.54
H 3.29857 1.37042 -0.83875 0.23
H 2.03999 1.20936 0.34990 0.34
H 2.87574 1.20806 -3.01331 0.44
H 1.72714 2.47175 -3.46637 0.59
N -2.25567 -2.24913 -4.39768 -0.84
H -2.65579 -3.16014 -4.17868 0.29
H -1.81986 -2.35489 -5.31267 0.29
H -3.06683 -1.65430 -4.56727 0.30
```

Calculated values
- DFT total energy: -1393.2999 Ha
- Kohn-Sham gap: 9.878 eV
- Charge: +2

---

| no. | HOMO energy (eV) |
| --- | --- |
| 1 | -12.5 |
| 2 | -11.7 |
| 3 | -15.0 |